# 1
DFT (the ωB97M-V functional and the def2-TZVPD basis) results for a 13-piece molecular cluster, H26O13 overall.

The geometry in ORCA input format:
```
! wB97M-V def2-TZVPD RIJCOSX def2/J DEFGRID3
* xyz 0 1
O 2.4018 3.4561 0.3983
H 2.8998 4.2683 0.4911
H 3.0583 2.7629 0.4680
O 0.7146 2.9949 4.6056
H 0.2972 3.6910 4.0982
H 1.0390 2.3799 3.9478
O -3.2243 3.9041 -0.0036
H -3.3233 3.4336 0.8241
H -2.3004 4.1530 -0.0292
O -4.1511 1.5671 3.7472
H -3.2786 1.1797 3.8182
H -4.7145 0.9843 4.2562
O -3.8962 -5.4658 2.1814
H -3.9658 -5.2300 1.2563
H -3.7317 -6.4087 2.1770
O -1.6701 -1.9921 4.3316
H -1.3158 -1.6898 3.4953
H -2.2675 -2.7021 4.0965
O 1.5672 4.2211 -4.0326
H 1.5074 4.0503 -3.0926
H 1.1696 5.0844 -4.1454
O 4.1663 0.2594 -1.8638
H 4.9983 0.2380 -2.3365
H 3.5560 -0.2124 -2.4306
O 1.3597 0.3156 -5.0669
H 1.6269 1.1289 -4.6387
H 0.9662 0.5973 -5.8928
O -3.2433 -4.8615 -2.4493
H -3.8348 -4.1403 -2.6643
H -2.3697 -4.4712 -2.4752
O 1.2875 -3.9159 -3.3223
H 2.0740 -4.4498 -3.2102
H 1.5544 -3.2181 -3.9206
O 4.0858 0.0995 2.5938
H 4.7596 -0.4393 3.0084
H 4.1969 -0.0569 1.6560
O -0.6324 -0.5198 0.4300
H -0.2791 0.1420 -0.1644
H -1.0875 -1.1378 -0.1421
*
```

**Gap between HOMO and LUMO**: 0.4058 Eh
**Lowest unoccupied orbital energy**: -0.2 eV
**Energy relative to the best compared isomer or geometry (same formula, charge and spin)**: 293.5 kJ/mol
**Molecular weight**: 234.20 g/mol
**Max |F|**: 0.008 hartree/bohr

# 2
DFT (the ωB97M-V functional and the def2-TZVPD basis) results for a 13-piece molecular cluster, H26O13 overall at a distorted geometry.

The geometry in ORCA input format:
```
! wB97M-V def2-TZVPD RIJCOSX def2/J DEFGRID3
* xyz 0 1
H -0.9357 0.1937 0.5155
H 0.4047 -0.0724 1.1807
H -4.0233 -1.9374 -0.1921
H -5.1714 -1.8061 -1.1793
H -2.3875 1.3632 -1.6383
H -3.5975 1.0410 -0.7769
H -0.4806 -0.9395 -1.2222
H -1.9575 -1.1330 -0.9200
H -1.2444 -2.1620 2.9477
H 0.1902 -2.3244 2.4727
H -0.1353 5.0139 1.2378
H -1.0387 4.1630 2.1152
H -2.7688 4.4956 -1.9200
H -3.3130 3.6913 -0.7509
H 3.5891 2.1896 -2.0175
H 3.6983 1.4135 -0.7152
H 2.2854 1.4405 3.4787
H 2.8458 2.6385 2.7300
H -2.7711 -3.6867 1.3295
H -3.5239 -2.3664 1.3360
H 4.4072 -1.1460 0.4097
H 4.1467 -1.6082 -1.0146
H 2.7109 -0.7736 -2.4461
H 2.6802 -1.2545 -3.8876
H 2.2920 -3.4354 0.3076
H 2.5216 -3.1875 -1.1742
O -0.4766 -0.4468 1.0704
O -4.3596 -2.3004 -1.0192
O -3.3195 1.5813 -1.5252
O -1.3544 -0.6085 -1.4587
O -0.5370 -1.6922 2.4916
O -0.2835 4.1041 1.5192
O -2.5699 3.7345 -1.3631
O 3.7681 2.3040 -1.0773
O 3.0698 1.9967 3.4132
O -2.9888 -2.9389 1.8972
O 4.8607 -1.4271 -0.3930
O 2.8679 -0.4770 -3.3496
O 2.8995 -3.6405 -0.4120
*
```

**Gap between HOMO and LUMO**: 0.3409 Eh
**Lowest unoccupied orbital energy**: -0.6 eV
**Energy relative to the best compared isomer or geometry (same formula, charge and spin)**: 591.7 kJ/mol
**Molecular weight**: 234.19 g/mol
**Max |F|**: 0.110 hartree/bohr

# 3
DFT (the ωB97M-V functional and the def2-TZVPD basis) results for H26O13 as an isolated structure at a distorted geometry.

The geometry in ORCA input format:
```
! wB97M-V def2-TZVPD RIJCOSX def2/J DEFGRID3
* xyz 0 1
O -11.1879 24.6221 -4.5336
H -11.5887 24.0499 -3.8792
H -10.9416 25.4083 -4.0463
O -13.4333 27.1804 -6.3248
H -13.7020 26.3702 -5.8915
H -12.6964 27.4984 -5.8031
O -13.7783 25.8562 -5.0547
H -14.1210 24.9755 -5.2071
H -13.4906 25.8470 -4.1418
O -10.8813 26.0518 -6.0641
H -10.9286 27.0054 -5.9965
H -11.1584 25.7363 -5.2039
O -12.1074 29.2710 -6.4199
H -12.6261 28.7424 -7.0263
H -12.7258 29.5277 -5.7358
O -11.1620 26.2298 -3.2108
H -10.2281 26.0761 -3.0677
H -11.5924 25.7931 -2.4758
O -11.3768 28.1910 -2.7739
H -10.9073 28.7271 -3.4129
H -11.2868 27.2954 -3.0995
O -14.6649 27.9500 -4.5567
H -14.1265 27.4938 -5.2034
H -15.2335 27.2701 -4.1953
O -11.8657 27.4547 -4.7444
H -12.4797 28.1737 -4.5955
H -12.1112 26.7919 -4.0990
O -11.0060 30.1900 -4.8052
H -11.5751 29.4204 -4.8123
H -11.3282 30.7199 -4.0761
O -13.3596 25.7461 -3.0143
H -13.1232 25.0087 -2.4517
H -13.9670 26.2651 -2.4871
O -12.8209 29.2090 -4.4107
H -13.1896 30.0860 -4.3053
H -13.5390 28.6180 -4.1843
O -10.3821 28.2551 -6.2611
H -11.3141 28.4372 -6.1412
H -10.2325 28.3765 -7.1987
*
```

**Gap between HOMO and LUMO**: 0.2188 Eh
**Lowest unoccupied orbital energy**: -1.6 eV
**Energy relative to the best compared isomer or geometry (same formula, charge and spin)**: 2956.9 kJ/mol
**Molecular weight**: 234.20 g/mol
**Max |F|**: 0.272 hartree/bohr

# 4
DFT (the ωB97M-V functional and the def2-TZVPD basis) results for a 13-piece molecular cluster, H26O13 overall at a distorted geometry.

The geometry in ORCA input format:
```
! wB97M-V def2-TZVPD RIJCOSX def2/J DEFGRID3
* xyz 0 1
O -0.1058 1.6892 2.9327
H 0.3234 1.5117 2.0665
H 0.4860 1.6135 3.6690
O 1.1303 1.8190 0.5947
H 1.0822 2.7441 0.5812
H 1.3185 1.5184 -0.2821
O -1.3736 -2.1492 -2.1189
H -0.6661 -1.6956 -1.7539
H -1.2324 -3.0124 -1.7518
O 0.0142 3.7368 -1.7009
H -0.3811 2.9636 -1.2209
H 0.5115 4.3052 -1.1357
O 2.0297 -1.7281 -1.0670
H 2.0506 -2.6333 -0.7223
H 2.3386 -1.7843 -1.9896
O -3.1912 -1.8795 0.2042
H -2.2760 -1.7285 -0.1692
H -3.5709 -2.6129 -0.2796
O -0.2055 -0.7029 -0.0494
H -0.2850 0.1806 -0.3541
H 0.7021 -0.9366 -0.3554
O 2.9734 1.1527 -1.4938
H 3.0406 0.2039 -1.3286
H 3.4272 1.5552 -0.7460
O 1.1561 -0.9722 2.4383
H 0.5778 -0.6639 1.7494
H 1.9519 -0.9190 1.9521
O -0.5644 -3.0036 1.9973
H -1.2421 -2.3763 2.0986
H 0.1524 -2.3537 2.0459
O 0.3841 1.0081 -2.7303
H 0.5054 0.1906 -3.2357
H 1.2924 1.2478 -2.5530
O -2.0508 -0.6571 2.5124
H -2.5209 -0.5323 1.6504
H -1.4313 0.1135 2.5851
O -1.7082 1.7276 -0.6141
H -2.1028 1.3063 -1.3781
H -2.5401 1.7537 -0.0475
*
```

**Gap between HOMO and LUMO**: 0.3351 Eh
**Lowest unoccupied orbital energy**: -0.7 eV
**Energy relative to the best compared isomer or geometry (same formula, charge and spin)**: 212.0 kJ/mol
**Molecular weight**: 234.20 g/mol
**Max |F|**: 0.060 hartree/bohr

# 5
DFT (the ωB97M-V functional and the def2-TZVPD basis) results for a 13-piece molecular cluster, H27O13 overall at a distorted geometry.

The geometry in ORCA input format:
```
! wB97M-V def2-TZVPD RIJCOSX def2/J DEFGRID3
* xyz 1 1
O -0.1997 -1.9174 0.1608
H -2.7749 -1.3615 -0.0509
H -0.2729 -1.1256 -0.3807
O -2.1195 3.3700 0.4614
H -2.8841 3.1550 -0.0908
H 0.1137 0.1254 3.5164
O -1.9896 2.1115 -2.8354
H 4.3420 0.4860 -0.7260
O -0.6945 0.3996 3.0626
H -3.6764 1.1068 2.2696
H -1.2434 0.6743 3.8051
O 1.2088 -2.2863 3.4084
H 2.1437 -2.3452 3.1755
H 0.8659 -2.9265 2.7728
O 2.9432 0.2173 -2.3821
H 2.2775 0.2383 -3.0785
H 2.5190 0.0725 -1.5363
O -0.1658 0.3440 -3.4393
H -0.1240 1.2379 -3.1196
H -0.3569 0.2266 -4.3692
O 4.3860 -0.0587 0.0671
H 4.1309 0.4385 0.8435
H -2.9848 -1.7483 -1.6996
O -3.8029 0.4679 1.5715
H 0.7497 -2.0126 0.3411
H -4.4196 0.5096 0.8478
O 2.6901 -2.1233 -0.1731
H 3.1812 -2.6576 -0.8147
H 3.3335 -1.3688 -0.2320
O -2.7569 -1.6555 1.0131
H -3.0198 -1.1675 1.8130
H -1.7947 -1.9084 0.9112
O 3.0636 2.2128 0.7182
H 3.5124 2.9439 0.2821
H 2.2087 2.6085 0.8970
O -2.3029 -1.1595 -1.3269
H -1.5202 -1.7128 -1.4590
H -1.6229 2.5797 0.2414
H -1.7342 2.7326 -3.5033
H -2.6018 1.4355 -3.1046
*
```

**Gap between HOMO and LUMO**: 0.3868 Eh
**Lowest unoccupied orbital energy**: -3.3 eV
**Energy relative to the best compared isomer or geometry (same formula, charge and spin)**: 235.7 kJ/mol
**Molecular weight**: 235.20 g/mol
**Max |F|**: 0.060 hartree/bohr

# 6
DFT (the ωB97M-V functional and the def2-TZVPD basis) results for H28HeO14 as an isolated structure at a distorted geometry.

The geometry in ORCA input format:
```
! wB97M-V def2-TZVPD RIJCOSX def2/J DEFGRID3
* xyz 0 1
He 0.1155 0.2582 -0.1443
O -2.9878 0.8577 -2.1778
H -2.6854 1.7044 -1.8493
H -3.8961 0.7961 -1.8823
O -1.3137 -1.5055 -1.4215
H -1.9240 -0.8131 -1.6749
H -1.0421 -1.2729 -0.5336
O -1.0890 -1.1855 4.1218
H -0.7880 -1.1436 3.2141
H -0.9775 -2.1034 4.3695
O -0.3003 1.5584 2.1816
H -1.0274 1.8450 1.6290
H -0.4180 2.0387 3.0012
O 1.7271 3.0356 0.7557
H 1.2646 2.4654 1.3698
H 1.4429 2.7380 -0.1086
O 2.4194 -1.9313 1.3960
H 2.9048 -1.1415 1.1576
H 2.8735 -2.6392 0.9390
O -2.5170 3.0207 1.0533
H -2.9369 3.8059 1.4047
H -2.5277 3.1470 0.1046
O -3.2188 -0.2285 1.2371
H -2.2785 -0.3907 1.3134
H -3.3861 0.4990 1.8363
O 0.8620 2.3071 -1.8896
H 0.0337 2.4859 -2.3347
H 1.4907 2.1702 -2.5983
O -0.5854 -1.5260 1.4070
H 0.3707 -1.5335 1.3610
H -0.8284 -2.4474 1.4982
O 3.3471 -0.4191 -2.0623
H 2.6489 -0.7216 -2.6429
H 2.9506 -0.4168 -1.1911
O -0.3841 -4.1468 -1.6301
H 0.5608 -4.2547 -1.5219
H -0.5325 -3.2075 -1.5210
O 0.8602 -1.1224 -3.2716
H 0.8698 -1.8096 -3.9379
H 0.1093 -1.3358 -2.7176
O 3.4260 0.5042 0.6083
H 3.0106 1.3516 0.4483
H 4.3565 0.7073 0.7039
*
```

**Gap between HOMO and LUMO**: 0.3725 Eh
**Lowest unoccupied orbital energy**: -0.5 eV
**Energy relative to the best compared isomer or geometry (same formula, charge and spin)**: 39.6 kJ/mol
**Molecular weight**: 256.21 g/mol
**Max |F|**: 0.020 hartree/bohr

Please write out number 6 again, unchanged.
DFT (the ωB97M-V functional and the def2-TZVPD basis) results for H28HeO14 as an isolated structure at a distorted geometry.

The geometry in ORCA input format:
```
! wB97M-V def2-TZVPD RIJCOSX def2/J DEFGRID3
* xyz 0 1
He 0.1155 0.2582 -0.1443
O -2.9878 0.8577 -2.1778
H -2.6854 1.7044 -1.8493
H -3.8961 0.7961 -1.8823
O -1.3137 -1.5055 -1.4215
H -1.9240 -0.8131 -1.6749
H -1.0421 -1.2729 -0.5336
O -1.0890 -1.1855 4.1218
H -0.7880 -1.1436 3.2141
H -0.9775 -2.1034 4.3695
O -0.3003 1.5584 2.1816
H -1.0274 1.8450 1.6290
H -0.4180 2.0387 3.0012
O 1.7271 3.0356 0.7557
H 1.2646 2.4654 1.3698
H 1.4429 2.7380 -0.1086
O 2.4194 -1.9313 1.3960
H 2.9048 -1.1415 1.1576
H 2.8735 -2.6392 0.9390
O -2.5170 3.0207 1.0533
H -2.9369 3.8059 1.4047
H -2.5277 3.1470 0.1046
O -3.2188 -0.2285 1.2371
H -2.2785 -0.3907 1.3134
H -3.3861 0.4990 1.8363
O 0.8620 2.3071 -1.8896
H 0.0337 2.4859 -2.3347
H 1.4907 2.1702 -2.5983
O -0.5854 -1.5260 1.4070
H 0.3707 -1.5335 1.3610
H -0.8284 -2.4474 1.4982
O 3.3471 -0.4191 -2.0623
H 2.6489 -0.7216 -2.6429
H 2.9506 -0.4168 -1.1911
O -0.3841 -4.1468 -1.6301
H 0.5608 -4.2547 -1.5219
H -0.5325 -3.2075 -1.5210
O 0.8602 -1.1224 -3.2716
H 0.8698 -1.8096 -3.9379
H 0.1093 -1.3358 -2.7176
O 3.4260 0.5042 0.6083
H 3.0106 1.3516 0.4483
H 4.3565 0.7073 0.7039
*
```

**Gap between HOMO and LUMO**: 0.3725 Eh
**Lowest unoccupied orbital energy**: -0.5 eV
**Energy relative to the best compared isomer or geometry (same formula, charge and spin)**: 39.6 kJ/mol
**Molecular weight**: 256.21 g/mol
**Max |F|**: 0.020 hartree/bohr